Computed, not measured: C24H45IIrP2 as an isolated structure at a distorted geometry, with the ωB97M-V functional and the def2-TZVPD basis.

Calculated values
spin multiplicity: 6
net charge: +2
energy relative to the best compared isomer or geometry (same formula, charge and spin): 28.58 kJ/mol
max |F|: 7.57 eV/A
total energy: -2025.2909 Eh

```
73
Properties=species:S:1:pos:R:3:forces:R:3
Ir -0.40480 -0.53615 -0.80873 -0.773 0.720 3.348
C -2.01855 1.77073 -1.75308 -0.718 -1.176 -1.271
C -1.65285 2.90906 -1.02505 -0.300 0.921 1.508
C 0.27004 1.61085 -0.98961 -1.603 2.376 -2.848
C -0.87631 0.97375 -1.98242 2.132 1.316 2.138
C -0.32464 2.87535 -0.60546 -0.141 -1.028 0.467
C -3.32746 1.43864 -2.37662 0.414 -0.260 -0.551
H -4.18416 1.91238 -1.90365 0.074 0.127 -0.143
H -3.48806 0.34320 -2.36609 0.080 0.499 -0.030
H -3.23061 1.75004 -3.43615 -0.514 -0.078 0.300
C -0.38369 0.27727 -3.16653 0.012 -0.115 -0.997
H -1.26664 -0.04366 -3.70436 0.243 -0.168 -0.634
H 0.23790 -0.64011 -2.88873 -0.278 0.922 -0.808
H 0.24754 0.98491 -3.70293 0.109 -0.336 -0.549
C 1.67701 1.59358 -1.44674 -0.003 -0.542 0.511
H 1.80398 1.85665 -2.50071 -0.210 0.151 0.013
H 1.98369 0.57087 -1.30369 0.917 -0.272 -0.317
H 2.28857 2.24238 -0.83141 0.166 0.027 -0.029
C 0.38030 3.98428 0.08453 -0.111 0.038 0.184
H -0.30939 4.62732 0.63721 0.045 -0.033 -0.204
H 0.91278 4.59699 -0.64346 0.043 0.149 -0.030
H 1.10726 3.61943 0.79993 0.229 -0.164 0.095
C -2.61381 3.98928 -0.74284 -0.046 0.462 -0.065
H -2.45573 4.78062 -1.46076 0.038 0.471 -0.393
H -2.49484 4.45969 0.21963 0.302 0.018 0.440
H -3.65483 3.72116 -0.82863 -0.237 -0.380 -0.142
C -1.07474 -1.81897 1.24968 -1.160 -2.150 1.350
C -2.32587 -1.40124 2.03248 0.112 -0.590 -1.235
C -2.28071 -1.28699 3.56130 -0.803 0.062 -0.806
C -1.66741 -0.01370 4.12430 0.497 1.365 -0.143
C -0.87555 0.90157 3.18971 1.320 -0.574 1.408
C 0.31727 0.49994 2.75132 -0.082 0.918 -4.657
C 0.86639 -0.90638 2.72463 0.570 0.638 1.018
C 0.15767 -2.10201 2.03784 0.725 0.707 -0.320
H -1.77303 -2.18268 3.92696 -0.003 0.041 -0.029
H -0.97456 -0.26932 4.93621 -0.465 0.152 0.119
H -3.32270 -1.33839 3.92099 0.423 -0.186 -0.172
H -0.12503 -2.87878 2.77178 0.075 0.260 -0.003
H -1.28676 -2.76857 0.70976 -0.200 0.916 0.357
H -3.18923 -2.00983 1.66804 0.666 0.565 0.471
H 0.85771 -2.62945 1.36932 0.041 0.261 0.245
H 1.90856 -0.81602 2.29943 -1.081 -0.394 1.094
H 0.80824 1.14461 1.91226 -0.476 -0.527 1.860
H 0.79166 -1.02477 3.80851 1.095 -1.094 0.154
H -2.45655 0.64330 4.47446 -0.193 -0.314 0.626
H -1.14982 1.95837 3.11084 -0.054 -0.485 -0.054
P -1.13751 -2.45783 -1.63398 -2.690 -6.374 -3.074
C -1.67223 -2.57706 -3.45851 0.370 1.430 0.448
H -1.95545 -3.58395 -3.76517 0.252 0.041 0.360
H -0.87471 -2.19012 -4.09042 0.031 -0.272 -0.172
H -2.52739 -1.91760 -3.61698 -0.135 -0.086 -0.010
C 0.14514 -3.77180 -1.75913 0.557 0.678 0.546
H -0.16759 -4.73935 -2.14092 -0.486 0.181 -0.100
H 0.57314 -3.93352 -0.78043 0.250 -0.143 0.381
H 0.93740 -3.40458 -2.39139 0.470 0.111 -0.271
C -2.55499 -3.75743 -1.19922 -0.259 0.428 0.863
H -2.54408 -4.66987 -1.89387 0.420 1.604 0.875
H -3.55496 -3.26961 -1.29817 0.743 -0.336 0.148
H -2.43816 -4.12183 -0.14260 -0.216 0.259 -1.010
P 3.52266 0.33539 0.72653 1.879 0.723 0.474
C 4.28529 2.03505 1.00734 -0.592 0.086 0.182
H 5.37395 1.93992 1.19971 -0.674 0.061 -0.175
H 3.79722 2.51026 1.87696 0.340 -0.099 -0.294
H 4.12255 2.68395 0.12916 0.159 -0.209 0.356
C 4.65225 -0.52381 1.90795 0.421 -0.218 0.343
H 5.72033 -0.22011 1.70464 -1.133 -0.359 0.255
H 4.55781 -1.61511 1.76746 0.114 0.382 0.189
H 4.40417 -0.27425 2.95941 0.127 -0.186 -0.549
C 4.53393 -0.02832 -0.76258 -0.597 -0.288 -0.211
H 5.59832 0.02301 -0.52960 -0.101 0.023 -0.158
H 4.27169 0.66000 -1.56345 0.217 0.103 -0.083
H 4.26066 -1.02466 -1.10564 0.284 -0.206 -0.125
I -2.75766 0.52401 0.99943 -0.634 -0.554 -0.463
```
Positions in Å, forces in eV/Å.

Mulliken atomic charge list, values in e, 4 entries: number 1, Ir, carries 0.32; number 2, C, carries -1.06; number 3, C, carries 1.55; number 4, C, carries 1.77



Computed, not measured: C24H45IrNO3P2 as an isolated structure at a distorted geometry, with the ωB97M-V functional and the def2-TZVPD basis.

Calculated values
spin multiplicity: 5
net charge: +1
max |F|: 5.87 eV/A
total energy: -2008.4727 Eh

```
76
Properties=species:S:1:pos:R:3:forces:R:3
Ir -0.84347 0.11681 -1.61208 -0.806 -2.116 5.413
C -1.90028 1.35313 0.50257 -0.627 -1.299 0.239
C -2.51364 0.49652 -0.59851 -1.696 0.446 3.468
C -2.39208 -0.72190 1.39819 -0.514 -0.608 -1.484
C -1.83519 0.58764 1.65158 0.282 1.409 -0.778
C -2.81021 -0.82661 0.08541 0.827 0.956 0.616
C -1.55316 2.79315 0.39162 0.132 0.388 0.009
H -1.60498 3.11499 -0.65566 -0.021 0.150 0.305
H -0.52833 2.97378 0.76088 -0.379 -0.071 -0.186
H -2.24377 3.40757 0.99387 0.219 -0.109 -0.277
C -1.33705 1.04543 2.98094 0.110 -0.022 0.490
H -1.12654 2.12603 3.02773 -0.138 -0.447 -0.220
H -0.40918 0.52137 3.27574 -0.450 0.293 -0.407
H -2.07835 0.82324 3.76542 0.136 0.069 -0.184
C -2.54127 -1.77602 2.42989 0.128 -0.255 0.338
H -3.56833 -1.79821 2.82196 0.252 0.016 0.014
H -1.84763 -1.59791 3.26072 -0.249 -0.104 -0.069
H -2.33209 -2.77243 2.02440 -0.084 0.126 0.028
C -3.39083 -2.01451 -0.58403 -0.184 -0.516 -0.399
H -4.49084 -2.01924 -0.60209 0.229 0.083 -0.021
H -3.07906 -2.95810 -0.11201 -0.063 0.308 -0.005
H -3.03661 -2.06420 -1.62301 -0.266 -0.074 0.128
C -3.50556 1.09525 -1.54515 -0.261 0.174 -0.404
H -4.43793 1.23549 -0.98696 -0.040 0.156 -0.195
H -3.69096 0.44116 -2.40647 -0.227 0.275 0.340
H -3.14775 2.06168 -1.92264 -0.259 -0.119 0.054
C 1.06460 0.54590 -1.89503 2.315 2.154 -0.972
C 0.12939 1.59050 -2.41179 2.632 0.981 -0.188
C -0.17369 1.68200 -3.88051 -0.110 0.580 -0.580
C -1.01863 0.49088 -4.44689 -0.182 0.427 -0.380
C -1.48295 -0.46020 -3.35572 0.291 -2.465 -1.932
C -0.51516 -1.45428 -2.77288 -0.773 -1.350 -3.146
C 0.84367 -1.46681 -3.46059 0.042 -0.269 -0.140
C 1.76952 -0.37833 -2.88594 0.612 0.075 0.373
H 0.78806 1.77951 -4.39430 -0.155 -0.082 -0.234
H -0.44146 -0.06508 -5.19194 -0.058 0.134 0.083
H -0.70191 2.63036 -4.06183 0.092 -0.334 0.014
H 2.18683 0.26024 -3.68078 -0.082 -0.274 0.073
H 1.63047 0.82919 -0.99023 -0.487 -0.257 -0.327
H 0.17200 2.51619 -1.83861 -0.150 0.029 -0.164
H 2.63613 -0.84195 -2.38708 -0.365 0.176 -0.083
H 1.30110 -2.46542 -3.45247 -0.074 0.281 0.379
H -0.90018 -2.42464 -2.41201 0.028 0.653 -0.214
H 0.67432 -1.26873 -4.52458 0.139 -0.142 0.194
H -1.86902 0.89614 -5.01754 0.145 -0.160 0.426
H -2.50968 -0.82260 -3.38897 0.049 0.248 -0.058
P 2.31637 2.18154 1.82920 -0.515 -0.547 -0.285
C 1.84699 2.91399 3.40960 0.071 0.158 -0.107
H 2.54564 3.72793 3.63667 -0.181 -0.118 0.149
H 1.89358 2.14325 4.19302 0.021 0.305 -0.258
H 0.82669 3.30931 3.34778 0.236 -0.034 0.024
C 3.98153 1.54772 2.11314 -0.045 0.168 -0.041
H 4.64556 2.38802 2.35459 -0.020 -0.298 -0.009
H 4.32973 1.04594 1.20356 0.010 0.066 0.211
H 3.95158 0.83924 2.95011 0.079 0.129 -0.214
C 2.49095 3.50690 0.60628 0.169 0.151 0.242
H 2.73491 3.05312 -0.36330 -0.033 0.102 0.231
H 3.29880 4.19060 0.90497 -0.278 -0.075 -0.189
H 1.54544 4.05816 0.51408 0.275 -0.111 0.035
P 1.11314 -2.69490 0.08017 -1.195 1.766 -0.210
C 0.10463 -4.20839 0.20561 0.061 -0.229 -0.436
H 0.72590 -5.11047 0.20641 -0.267 -0.005 0.080
H -0.55481 -4.20711 -0.67809 0.165 -0.333 0.369
H -0.51528 -4.16065 1.11423 0.266 -0.069 -0.366
C 2.77524 -3.09979 -0.55806 -0.155 -0.246 0.066
H 2.66216 -3.40061 -1.61800 0.187 0.069 0.580
H 3.21614 -3.90884 0.03523 0.204 0.122 -0.248
H 3.39581 -2.18985 -0.51149 -0.193 -0.409 0.029
C 1.24369 -2.15184 1.82227 0.329 0.182 0.066
H 2.09748 -2.62877 2.32127 -0.225 0.092 0.134
H 0.30384 -2.42163 2.33724 0.486 0.121 -0.233
H 1.35254 -1.04884 1.83405 0.017 -0.543 0.046
O 0.35501 -1.58054 4.92627 0.452 3.433 -1.023
N 0.81268 -0.43738 4.79370 2.496 -3.452 3.280
O 1.82450 -0.01427 5.36936 -2.781 -0.164 -2.034
O 1.34125 1.14125 1.34744 0.406 0.255 0.174
```
Positions in Å, forces in eV/Å.

Mulliken atomic charge list, values in e, 4 entries: number 1, Ir, carries -0.28; number 2, C, carries -0.11; number 3, C, carries 2.33; number 4, C, carries 0.88



The highest spin multiplicity belongs to which entry?
C24H45IIrP2